# 1
C52H67Cl3IrN2O5S5Si2 as an isolated structure, computed with ωB97M-V with the def2-TZVPD basis set.

Calculated values
- multiplicity = 6
- LUMO (alpha / beta) (eV) = -3.68 / -8.80
- frontier orbital gap (alpha / beta) (eV) = 9.0152 / 3.8986
- ⟨S²⟩ = 8.778
- net charge = +2

XYZ file:
```
137
C52H67Cl3IrN2O5S5Si2, DFT ωB97M-V with the def2-TZVPD basis set
Ir 0.06471 -0.27433 1.08953
C 1.35129 1.28562 5.61974
C 1.82005 -0.13744 5.37695
S 1.47881 -0.86852 3.71179
C 0.19213 -2.08904 4.12927
C -1.18109 -1.50754 4.37651
S -1.88677 -0.65448 2.90885
C -2.19641 0.99637 3.64434
C -0.93793 1.76030 4.01541
S -0.45344 1.46259 5.76813
H 1.69929 1.97597 4.85568
H 1.72897 1.61941 6.58626
H 1.38185 -0.80843 6.11182
H 2.90509 -0.17013 5.47639
H 0.52781 -2.63486 5.01023
H 0.18255 -2.75551 3.26886
H -1.17399 -0.78071 5.18874
H -1.87862 -2.30896 4.62432
H -2.84396 0.84621 4.50860
H -2.76271 1.53110 2.88408
H -1.09996 2.83481 3.91924
H -0.10437 1.45944 3.37537
Cl 3.62418 10.39223 4.40842
C 3.21666 8.95003 3.57410
C 3.48374 8.82782 2.21501
C 3.13399 7.66521 1.55741
C 2.54852 6.59556 2.22762
C 2.21126 5.32226 1.48385
C 3.30586 4.26179 1.75242
N 2.93706 3.01319 1.14665
C 3.11963 2.60100 -0.14167
C 2.46311 1.40966 -0.26250
N 1.86469 1.10462 0.92432
C 2.16827 2.09408 1.74223
O 0.96864 4.76414 1.87585
C -0.14814 5.22693 1.13730
C -0.14314 4.62665 -0.23597
C -0.44629 3.31241 -0.46995
Cl -1.02616 2.22179 0.70413
S -0.25569 2.86111 -2.12564
C 0.23001 4.46401 -2.51430
C 0.24860 5.28051 -1.42808
C 2.32228 6.72924 3.59582
Cl 1.66160 5.43338 4.51959
C 2.63889 7.89650 4.26942
H 3.95488 9.63817 1.68211
H 3.33637 7.57454 0.50032
H 2.19538 5.53134 0.40544
H 3.38299 4.11846 2.83085
H 4.25731 4.62189 1.35905
H 3.69263 3.15401 -0.85522
H 2.39302 0.74725 -1.10299
H 1.87942 2.17557 2.76739
H -0.16365 6.32086 1.09042
H -1.02218 4.87761 1.69317
H 0.47296 4.71900 -3.52840
H 0.50871 6.32317 -1.47409
H 2.44411 7.98145 5.32664
C -4.43354 1.32615 -0.58547
C -4.06869 1.82590 -1.98147
C -3.80414 3.33219 -2.01052
C -5.16962 1.46765 -2.97498
O -2.84157 1.21614 -2.39321
Si -2.32258 -0.27914 -2.61332
S -1.08833 -0.88029 -0.88171
O -1.20155 -0.31365 -3.74846
C -1.08564 0.15498 -5.10440
C -0.48968 -0.99859 -5.90887
C -2.43323 0.56714 -5.68720
C -0.14300 1.35904 -5.10461
O -3.52371 -1.33362 -2.59901
C -3.71576 -2.74487 -2.44198
C -4.81858 -3.14078 -3.42256
C -2.43163 -3.51007 -2.74950
C -4.15229 -2.99342 -0.99771
H -5.31868 1.83883 -0.22212
H -3.61440 1.50061 0.10753
H -4.62200 0.25679 -0.62388
H -4.72295 3.88031 -1.83228
H -3.40871 3.61071 -2.98506
H -3.07758 3.61783 -1.25583
H -6.11986 1.85182 -2.61829
H -5.23649 0.38805 -3.07285
H -4.96040 1.90444 -3.94821
H -1.01039 -1.92305 -5.67703
H 0.56486 -1.12177 -5.68162
H -0.58854 -0.79891 -6.97028
H -3.09414 -0.28682 -5.80535
H -2.27567 1.01981 -6.66343
H -2.91282 1.29381 -5.03808
H 0.71055 1.17016 -4.45948
H -0.66257 2.24134 -4.74178
H 0.20873 1.55424 -6.11316
H -4.51702 -2.90798 -4.43978
H -5.73661 -2.60450 -3.20152
H -5.01706 -4.20549 -3.35614
H -2.04124 -3.21367 -3.71907
H -2.63284 -4.57687 -2.76502
H -1.67553 -3.31202 -1.99363
H -5.08465 -2.47655 -0.78707
H -3.38794 -2.63532 -0.31110
H -4.29962 -4.05603 -0.83582
O 0.95673 -2.36058 1.18384
Si 1.47767 -3.73005 0.66740
C 2.05860 -3.78875 -1.18763
C 3.05856 -4.64680 -1.60152
C 3.41716 -4.66545 -2.94204
C 2.77134 -3.84329 -3.84793
C 1.76669 -2.99334 -3.41933
C 1.40870 -2.96870 -2.08010
C 0.17009 -5.12925 0.56039
C -1.12503 -4.91000 1.00935
C -2.04509 -5.94582 0.99782
C -1.68205 -7.19293 0.51654
C -0.39876 -7.40820 0.04118
C 0.52212 -6.37520 0.05679
C 3.05183 -4.33041 1.57640
C 3.04684 -5.48904 2.33850
C 4.20424 -5.89726 2.98380
C 5.36627 -5.15635 2.85981
C 5.37522 -4.00117 2.09580
C 4.21915 -3.59088 1.45370
H 3.57433 -5.28929 -0.90382
H 4.20302 -5.33199 -3.26732
H 3.05216 -3.87200 -4.89101
H 1.24561 -2.35759 -4.11717
H 0.62428 -2.30132 -1.74618
H -1.41073 -3.93462 1.37617
H -3.04635 -5.77936 1.36758
H -2.39913 -7.99988 0.50086
H -0.10884 -8.37222 -0.34833
H 1.51910 -6.54592 -0.32302
H 2.14446 -6.07541 2.43407
H 4.18949 -6.79801 3.57852
H 6.27064 -5.48702 3.34873
H 6.28031 -3.42197 1.99101
H 4.22570 -2.69369 0.85160
```

# 2
C52H69BrCl3GeNNiO2P2SeSi as an isolated structure, computed with ωB97M-V with the def2-TZVPD basis set.

Calculated values
- multiplicity = 2
- LUMO (alpha / beta) (eV) = 0.43 / 0.63
- frontier orbital gap (alpha / beta) (eV) = 3.9329 / 3.7270
- ⟨S²⟩ = 0.838
- net charge = -1
- ΔE to the lowest compared entry with this formula, charge and spin (kJ/mol) = 183.8

XYZ file:
```
134
C52H69BrCl3GeNNiO2P2SeSi, DFT ωB97M-V with the def2-TZVPD basis set
Ni 0.39607 0.47466 -0.11414
C -2.78136 -1.58381 -1.56871
Si -1.71159 -0.14399 -0.82334
C -2.60980 -0.00009 0.90250
C -3.95733 0.32404 0.97685
C -4.61611 0.36492 2.19108
C -3.92516 0.06235 3.35334
C -2.57657 -0.23788 3.30023
C -1.90648 -0.26251 2.08198
P -0.11408 -0.59964 1.91547
C 0.65393 0.00353 3.54853
C 1.76408 1.01427 3.19694
C 2.80612 1.15953 4.31095
C 2.14855 0.99295 5.67513
C 1.64579 -0.44702 5.82488
C 1.24386 -1.06188 4.47296
C -0.08201 -2.48045 2.07536
C -0.24858 -3.17077 0.71630
C -0.58968 -4.65898 0.86767
C -0.05282 -5.20609 2.18420
C -0.79074 -4.52954 3.34485
C -1.13466 -3.06691 3.01831
C -2.23229 1.38303 -1.87584
C -3.14122 1.29275 -2.92001
C -3.30558 2.33394 -3.81322
C -2.52675 3.47181 -3.69826
C -1.62549 3.59147 -2.65464
C -1.49309 2.56418 -1.73081
P -0.46232 2.63617 -0.22509
C -1.82488 3.26497 0.91044
C -2.64922 4.45862 0.43364
C -3.79600 4.70653 1.41364
C -3.26266 4.96230 2.82089
C -2.43491 3.76924 3.28837
C -1.28951 3.50851 2.31632
C 0.82865 3.97300 -0.43581
C 0.47066 5.45575 -0.38577
C 1.72604 6.27547 -0.68690
C 2.80012 6.00550 0.36300
C 3.15196 4.52042 0.37710
C 1.90306 3.68359 0.61841
H -3.82643 -1.29715 -1.57040
H -2.47233 -1.79183 -2.58609
H -2.69585 -2.50248 -1.00096
H -4.48845 0.55967 0.06620
H -5.66375 0.62544 2.23846
H -4.44267 0.06178 4.30319
H -2.05566 -0.46023 4.22005
H -0.14204 0.52863 4.09077
H 2.27159 0.70147 2.28291
H 1.30824 1.98547 2.99428
H 3.58619 0.40273 4.20291
H 3.28947 2.13578 4.23171
H 2.85782 1.22419 6.47285
H 1.31760 1.69721 5.75986
H 2.42969 -1.06533 6.27039
H 0.79206 -0.46794 6.50740
H 2.12006 -1.50066 3.99240
H 0.53455 -1.86512 4.66382
H 0.91914 -2.69949 2.46408
H -1.04176 -2.67389 0.16185
H 0.65807 -3.05505 0.12741
H -1.67204 -4.80086 0.85432
H -0.17569 -5.21739 0.02829
H -0.18827 -6.28957 2.23502
H 1.02017 -5.01214 2.24946
H -1.71463 -5.07532 3.55375
H -0.17310 -4.57572 4.24565
H -2.10727 -3.00598 2.52673
H -1.21933 -2.50698 3.94838
H -3.72058 0.39251 -3.04616
H -4.01743 2.24565 -4.62257
H -2.61497 4.26184 -4.42980
H -1.00573 4.47265 -2.59172
H -2.50496 2.40368 0.95752
H -2.03607 5.35583 0.37758
H -3.05675 4.26191 -0.55872
H -4.38936 5.56249 1.08122
H -4.44970 3.83101 1.43466
H -2.63939 5.86121 2.81688
H -4.09341 5.13643 3.51069
H -2.03924 3.95781 4.28888
H -3.07195 2.88302 3.33614
H -0.61750 4.36990 2.31272
H -0.72643 2.62646 2.63286
H 1.25670 3.75990 -1.42669
H -0.30395 5.70740 -1.10991
H 0.11007 5.72528 0.60978
H 2.11279 5.99882 -1.66976
H 1.47774 7.34143 -0.70516
H 3.69209 6.60112 0.14896
H 2.42559 6.30682 1.34836
H 3.59060 4.23920 -0.58157
H 3.88396 4.31752 1.16274
H 2.16952 2.62119 0.59820
H 1.50186 3.91542 1.60982
C 0.16686 -6.06541 -7.92558
C 0.14460 -5.08677 -6.78796
C -0.50463 -5.38697 -5.59861
C -0.49316 -4.51301 -4.52512
C -1.23538 -4.85008 -3.26857
C 0.20112 -3.29973 -4.63978
Se 0.35275 -2.15984 -3.13369
C 0.83508 -2.96263 -5.84702
C 1.57420 -1.67569 -5.97744
C 0.79452 -3.86311 -6.89739
H -0.48989 -6.90946 -7.72673
H 1.17829 -6.44525 -8.07240
H -0.14745 -5.58631 -8.85162
H -1.02718 -6.33077 -5.49911
H -1.42816 -5.91852 -3.19759
H -2.18895 -4.32103 -3.24921
H -0.66807 -4.52331 -2.39712
H 0.97559 -0.84118 -5.61402
H 1.85854 -1.48157 -7.00751
H 2.47491 -1.70151 -5.36482
H 1.29517 -3.61249 -7.82361
Br 6.88756 -3.34456 1.88021
C 5.43107 -3.20868 0.65713
C 5.17441 -4.26799 -0.19966
N 4.17178 -4.24945 -1.05738
C 3.37479 -3.19811 -1.07365
C 3.53780 -2.09999 -0.23129
C 4.61265 -2.09359 0.64884
C 2.51084 -1.01015 -0.23032
O 2.71362 0.06692 0.35908
O 1.41904 -1.27038 -0.80059
H 5.79022 -5.15882 -0.19493
H 2.56525 -3.21494 -1.79058
H 4.78300 -1.24607 1.29778
Cl 0.53065 1.37324 -4.17957
Ge 1.84410 1.08833 -2.31784
Cl 3.30761 -0.45070 -3.16397
Cl 3.31998 2.79990 -2.78478
```

no.,DFT total energy (eV)
1,-178556.7169
2,-357607.6936